This record from the Open Molecules 2025 dataset describes a cluster of 2 separate species, C4H13N4 in total in a non-equilibrium geometry. The level of theory is the ωB97M-V functional and the def2-TZVPD basis.

Geometry as XYZ:
```
21
Properties=species:S:1:pos:R:3:forces:R:3:mulliken_charge:R:1
C -2.776701 -0.888390 0.038483 2.04 1.09 1.00 -0.211
C 1.146328 0.159497 1.249415 -0.97 -2.87 -1.80 -1.159
C 1.577075 -0.625113 -1.066155 2.63 -0.05 2.12 -1.168
C 0.169049 1.246943 -0.598682 0.41 2.00 -1.41 -0.655
N -1.779751 -1.733718 -0.038820 -2.17 1.11 -0.15 -0.097
N -2.147719 1.394803 -0.304777 0.98 -0.52 -1.32 -0.600
N -0.982571 1.615543 0.170463 -2.04 -0.35 -1.47 0.451
N 0.663757 0.034428 -0.145718 1.15 -0.89 -0.16 0.087
H -3.669296 -1.199218 0.598749 0.03 -0.57 -0.76 0.274
H 0.375003 -0.321485 1.851224 0.58 -0.30 0.58 0.289
H 2.119258 -0.304370 1.236292 0.23 0.02 0.96 0.407
H 1.137782 1.155207 1.466958 0.75 2.75 1.06 0.409
H 1.166829 -1.026437 -1.896588 -2.20 -0.93 -2.74 0.455
H 2.535991 -0.214604 -1.458781 -0.63 1.09 0.69 0.368
H 1.958590 -1.492412 -0.553818 0.03 -0.53 0.44 0.422
H 0.829555 2.172204 -0.553173 -0.09 -1.01 0.29 0.293
H -0.076168 1.156751 -1.643981 -0.60 0.11 -0.32 0.426
H -1.904200 -2.706128 0.118671 -0.21 -1.08 0.53 0.250
H -2.899466 1.917908 0.130892 -0.22 -0.60 1.04 0.275
H -0.815318 1.752421 1.127023 -0.05 0.71 1.75 0.243
H -0.849865 -1.487071 -0.339874 0.36 0.81 -0.33 0.241
```
Forces are in eV/Å.

Summary:
HOMO, eV: -12.940
Relative energy (zero: lowest compared OMol25 entry of this formula, charge and spin), kJ/mol: 651.4
Frontier orbital gap, eV: 8.281
Net charge: +1

This record from the Open Molecules 2025 dataset describes a structure of composition C4H7LiO3 in a non-equilibrium geometry. The level of theory is the ωB97M-V functional and the def2-TZVPD basis.

Geometry as XYZ:
```
15
Properties=species:S:1:pos:R:3:forces:R:3:mulliken_charge:R:1
O -0.933638 -0.222123 1.412568 0.84 4.05 -0.03 -0.634
Li -1.104333 -1.773596 1.124043 -0.77 -3.00 -0.46 0.881
O -1.813080 -2.650096 -0.163485 0.30 0.18 -0.03 -0.903
C -2.193048 -1.945816 -1.277764 -0.72 0.68 0.28 -0.335
C -0.297408 0.584142 0.753232 0.50 -1.95 -0.08 0.463
O 0.889111 1.005747 1.181683 -0.26 -1.04 -0.11 -0.206
C 1.762540 1.587068 0.277489 -0.15 1.18 -0.10 0.069
C 3.028428 1.779533 0.615975 -0.12 0.27 1.03 -0.668
H -3.272940 -2.075154 -1.534995 0.33 -0.22 0.00 0.177
H -1.623846 -2.229564 -2.196723 -0.12 0.49 0.36 0.179
H -2.177341 -0.796567 -1.094266 0.41 -0.93 -0.59 -0.007
H -0.522955 0.816611 -0.302199 -0.36 0.34 0.36 0.209
H 1.289009 1.981626 -0.624016 0.00 0.31 0.42 0.284
H 3.492419 1.185815 1.404354 -0.42 0.38 0.17 0.247
H 3.477081 2.752375 0.424102 0.53 -0.72 -1.24 0.243
```
Forces are in eV/Å.

Summary:
HOMO, eV: -7.323
Relative energy (zero: lowest compared OMol25 entry of this formula, charge and spin), kJ/mol: 193.7
Frontier orbital gap, eV: 7.036

This record from the Open Molecules 2025 dataset describes a structure of composition C19H21BrN3O10P2Ti in a non-equilibrium geometry. The level of theory is the ωB97M-V functional and the def2-TZVPD basis.

Geometry as XYZ:
```
57
Properties=species:S:1:pos:R:3:forces:R:3:lowdin_spin:R:1
Ti 0.746850 1.029706 0.621301 1.18 -1.94 -0.52 0.914
O -2.837438 -2.871861 1.251674 -0.13 -0.18 0.22 0.002
C -3.569684 -1.760170 1.510512 -0.09 0.14 0.06 0.001
C -4.920459 -1.926327 1.798310 0.15 -0.16 -0.08 0.000
C -5.720285 -0.833061 2.067932 0.03 -0.02 -0.01 0.000
C -5.178586 0.440118 2.059812 -0.10 0.20 0.04 0.000
C -3.832839 0.613190 1.785943 0.05 -0.08 -0.03 0.001
C -3.017827 -0.473419 1.512540 0.42 -0.10 -0.20 0.000
C -1.525081 -0.288167 1.281960 -0.04 -0.93 0.16 0.008
O -1.147503 1.014663 1.099806 -0.97 0.08 0.36 0.020
N -1.098127 -1.092067 0.116518 -0.66 -0.39 -0.05 0.027
N 0.243369 -0.718558 -0.163643 -0.32 -0.63 -0.21 0.183
C 0.745238 -1.253659 -1.270246 -0.02 -0.22 -0.23 0.157
C 1.990130 -0.973601 -1.798826 0.08 0.35 0.13 0.061
Br 2.911249 0.559336 -0.916831 0.19 -1.06 -0.67 0.027
C 2.643751 -1.615811 -2.833076 0.28 0.70 0.37 0.261
C 2.365541 -2.938158 -3.287704 -0.06 -0.60 -0.18 0.025
C 1.709727 -3.905818 -2.499333 0.11 0.23 0.02 0.065
C 1.471343 -5.174098 -2.977169 -0.06 -0.23 -0.08 -0.003
C 1.878204 -5.541409 -4.252233 -0.02 -0.08 -0.01 0.075
C 2.555324 -4.616108 -5.034819 -0.01 -0.18 -0.09 -0.003
C 2.801941 -3.346423 -4.564736 -0.07 0.19 0.17 0.062
H -1.954186 -2.605084 0.933341 0.04 0.19 -0.23 0.001
H -5.315323 -2.929795 1.799716 -0.09 -0.14 -0.01 0.000
H -6.769485 -0.977614 2.280391 -0.09 -0.02 0.03 0.000
H -5.799611 1.296631 2.272255 -0.07 0.10 0.02 0.000
H -3.390062 1.599027 1.791502 0.03 0.06 -0.02 0.000
H -0.983445 -0.733311 2.156256 -0.23 0.18 -0.41 0.001
H -1.692635 -0.838495 -0.686276 0.22 0.08 0.32 0.006
H 0.110077 -1.919619 -1.859384 0.14 0.01 0.16 0.006
H 3.447621 -1.078627 -3.314706 0.08 0.02 -0.14 0.016
H 1.437113 -3.663513 -1.483184 -0.05 0.03 0.04 0.005
H 0.968707 -5.894201 -2.345145 -0.01 -0.03 0.04 -0.002
H 1.686620 -6.537892 -4.622882 -0.02 -0.06 -0.03 0.005
H 2.891682 -4.897070 -6.023336 0.04 0.00 -0.08 -0.002
H 3.325279 -2.636231 -5.188464 0.06 0.10 -0.05 0.003
C 2.535467 4.601430 0.324454 -0.33 -0.05 0.23 0.000
C 1.300827 3.973237 0.966840 -0.21 0.51 -0.97 0.002
O 0.721327 4.898806 1.848900 0.05 0.30 0.11 0.001
P 0.897400 2.070874 2.879639 -0.94 0.92 1.70 0.014
O -0.620134 2.451441 3.100063 0.64 0.01 0.10 0.002
O 1.467191 2.518078 4.300533 -0.31 -0.01 -0.30 0.003
O 1.050941 0.581008 2.621154 0.05 0.30 -0.08 0.005
P 0.098356 3.568943 -0.432101 -1.11 1.21 -0.08 0.002
O -1.262452 3.541631 0.491565 0.70 0.38 -0.31 0.003
O -0.038821 4.543403 -1.526665 0.35 0.14 -0.01 0.000
O 0.366810 2.110668 -0.869188 -0.18 1.06 -0.36 0.001
H 3.266785 4.854581 1.089341 0.06 -0.03 0.08 0.000
H 2.224631 5.497175 -0.206198 0.07 0.05 -0.08 0.000
H 2.967608 3.891205 -0.382095 0.07 0.05 0.00 0.000
H -0.156648 4.566964 2.084021 -0.04 0.05 0.00 0.000
H -1.066293 1.898839 2.375660 -0.41 0.14 -0.15 0.002
H 2.403695 2.725796 4.244938 0.41 0.08 -0.07 0.000
H -1.995639 3.218531 -0.037263 -0.22 -0.18 0.00 0.000
O 3.612192 1.112316 1.914007 0.42 1.59 0.91 0.007
C 3.425811 2.138946 2.417216 2.28 -1.80 -0.51 0.010
N 1.623757 2.723625 1.577406 -1.32 -0.35 0.96 0.026
```
Forces are in eV/Å.

Summary:
HOMO (spin up / spin down), eV: -3.692 / -5.600
Multiplicity: 3
Frontier orbital gap (spin up / spin down), eV: 6.317 / 7.567
Net charge: -1

This record from the Open Molecules 2025 dataset describes a cluster of 2 separate species, C3H8OS2 in total in a non-equilibrium geometry. The level of theory is the ωB97M-V functional and the def2-TZVPD basis.

Geometry as XYZ:
```
14
Properties=species:S:1:pos:R:3:forces:R:3:mulliken_charge:R:1
C -0.381776 1.510378 0.169751 1.31 0.47 0.09 -0.601
C -0.678766 0.022939 0.127031 -1.51 -0.22 0.22 -0.376
S 0.635192 -0.876941 0.997350 0.44 0.41 0.01 -0.141
C 1.081942 0.423659 2.198500 -0.38 0.31 1.27 -0.529
S 0.124503 1.938008 1.911250 -0.12 -0.24 -1.35 -0.139
H 0.455013 1.609358 -0.548179 -0.14 0.55 0.56 0.279
H -1.127106 2.292288 -0.072219 -0.09 -0.99 -0.06 0.351
H -0.720697 -0.375392 -0.904969 0.13 0.24 0.46 0.221
H -1.639767 -0.218881 0.620431 0.42 0.18 -0.26 0.287
H 0.708142 0.165979 3.208110 0.50 -0.35 -0.47 0.284
H 2.161702 0.650998 2.287270 -0.55 -0.40 -0.52 0.358
O -0.357007 -2.103550 -3.083848 0.46 -0.82 -0.74 -0.629
H 0.571112 -2.427030 -3.131037 -1.00 0.32 0.04 0.318
H -0.832486 -2.611810 -3.779438 0.54 0.53 0.75 0.317
```
Forces are in eV/Å.

Summary:
HOMO, eV: -8.517
Relative energy (zero: lowest compared OMol25 entry of this formula, charge and spin), kJ/mol: 23.2
Frontier orbital gap, eV: 9.098
Structure (SMILES): C1CSCS1.O

This record from the Open Molecules 2025 dataset describes a structure of composition C6H9N in a non-equilibrium geometry. The level of theory is the ωB97M-V functional and the def2-TZVPD basis.

Geometry as XYZ:
```
16
Properties=species:S:1:pos:R:3:forces:R:3:mulliken_charge:R:1
C -1.526990 0.398272 0.898950 0.68 1.71 0.66 -0.652
N -0.781768 -0.456655 0.010684 -0.47 -0.34 -0.34 -0.292
C 0.615145 -1.027517 0.242365 0.03 -0.11 0.15 -0.256
C 0.720211 -1.029767 -1.287998 0.21 0.13 -0.15 -0.722
C -0.059760 0.286397 -1.069941 -0.47 0.17 -0.09 -0.135
C 0.830276 1.188058 -0.173589 -0.97 -0.19 0.98 -0.574
C 1.393468 0.239201 0.602687 -0.17 0.24 0.34 -0.297
H -2.407156 0.744244 0.347187 -0.09 -0.35 0.16 0.275
H -1.821216 -0.157672 1.802448 0.07 0.49 -0.23 0.287
H -0.990318 1.464119 1.156997 -1.35 -2.70 0.14 0.131
H 0.694974 -1.925135 0.864683 0.11 0.26 -0.17 0.438
H 0.086514 -1.799316 -1.742883 0.14 0.28 0.12 0.323
H 1.718430 -1.005689 -1.723477 -0.05 0.13 0.04 0.326
H -0.666695 0.730194 -1.861881 0.09 0.05 0.14 0.432
H 0.235974 1.976510 0.419775 2.35 0.17 -1.83 0.346
H 1.958910 0.374758 1.513993 -0.11 0.08 0.08 0.367
```
Forces are in eV/Å.

Summary:
HOMO, eV: -8.259
Relative energy (zero: lowest compared OMol25 entry of this formula, charge and spin), kJ/mol: 445.2
Frontier orbital gap, eV: 9.077

This record from the Open Molecules 2025 dataset describes a structure of composition C6H5NS in a non-equilibrium geometry. The level of theory is the ωB97M-V functional and the def2-TZVPD basis.

Geometry as XYZ:
```
13
Properties=species:S:1:pos:R:3:forces:R:3:mulliken_charge:R:1
C 0.775241 2.656598 -0.071032 0.24 -1.13 -0.04 0.313
C 0.653305 1.443924 -0.032877 0.25 1.03 -0.30 -1.335
C 0.433155 -0.043481 0.028861 -1.56 1.32 0.03 1.512
C -0.539796 -0.559608 -1.124698 0.19 -0.04 -0.18 -0.820
C -0.593536 -0.350315 1.179608 0.60 -0.17 0.17 -0.918
C 1.625535 -0.822978 0.098084 3.70 -1.83 -0.76 -0.114
H 0.986322 3.735013 -0.129770 -0.37 -1.27 0.10 0.431
H -0.430166 -1.646514 -1.397808 0.22 1.17 0.40 0.371
H -0.564740 0.078162 -2.024257 0.18 -0.38 0.43 0.383
H -0.343167 -1.325514 1.610113 -0.48 -0.14 -0.29 0.381
H -0.630723 0.341905 2.027748 -0.02 0.17 -0.53 0.404
N 2.587267 -1.481048 -0.027709 -2.34 1.50 0.59 -0.460
S -1.953238 -0.297535 -0.022484 -0.60 -0.23 0.38 -0.147
```
Forces are in eV/Å.

Summary:
HOMO, eV: -9.260
Relative energy (zero: lowest compared OMol25 entry of this formula, charge and spin), kJ/mol: 196.3
Frontier orbital gap, eV: 9.814

Taking the records one at a time from the top gives energy values of -378.7877 -389.7949 -5759.8340 -990.7018 -288.6125 -684.4566 hartree.